Version w
{"formula": "C5H14NO2P", "method": "ωB97M-V/def2-TZVPD", "elements": ["P", "O", "O", "N", "C", "C", "C", "C", "C", "H", "H", "H", "H", "H", "H", "H", "H", "H", "H", "H", "H", "H", "H"], "xyz": [[-2.25, -0.66, -0.27], [-2.39, -1.09, 1.11], [-3.49, -0.03, -1.08], [-2.24, 1.73, 0.51], [0.41, 0.61, 0.43], [2.84, 0.25, -0.46], [-0.83, 0.57, -0.38], [1.43, -0.36, -0.26], [1.51, -1.75, 0.43], [-1.81, 2.66, 0.25], [3.04, 0.55, 0.53], [2.88, 1.05, -1.09], [-0.99, 1.10, -1.30], [0.46, -2.21, 0.58], [2.13, -2.40, -0.36], [-3.76, 0.86, -0.70], [3.45, -0.60, -0.72], [1.89, -1.68, 1.47], [-2.19, -1.64, -1.16], [-2.15, 1.65, 1.49], [0.95, -0.58, -1.16], [0.91, 1.56, 0.62], [0.18, 0.42, 1.52]], "mulliken_charge": [0.6336, -0.6274, -0.5467, -0.8009, -0.5340, -1.5829, -0.3598, 0.4160, -1.2968, 0.2297, 0.4109, 0.4116, 0.5126, 0.3005, 0.3454, 0.4082, 0.3995, 0.3226, 0.0225, 0.2342, 0.3370, 0.4026, 0.3615], "orbital_gap_ev": 10.41, "e_homo_ev": -9.920}

***

Version x
{"formula": "C5H14NO2P", "method": "ωB97M-V/def2-TZVPD", "elements": ["P", "O", "O", "N", "C", "C", "C", "C", "C", "H", "H", "H", "H", "H", "H", "H", "H", "H", "H", "H", "H", "H", "H"], "xyz": [[-1.28, -0.79, -0.08], [-2.41, 0.01, -0.81], [-1.50, -0.98, 1.40], [1.03, -0.03, -0.89], [-3.36, 0.76, 0.04], [0.08, 2.04, 0.07], [2.06, -1.06, -0.84], [2.06, -1.96, 0.34], [1.21, 1.03, 0.10], [2.29, -1.62, -1.78], [2.01, -1.38, 1.25], [1.25, 0.53, 1.16], [-0.83, 1.55, 0.58], [2.17, 1.54, -0.07], [3.02, -0.43, -0.82], [2.92, -2.59, 0.38], [-4.37, 0.57, -0.24], [-1.29, -1.88, -0.88], [-3.08, 1.87, 0.07], [0.24, 3.05, 0.62], [1.21, -2.82, 0.33], [-3.14, 0.39, 1.08], [-0.30, 2.20, -1.01]], "mulliken_charge": [0.7007, -0.2961, -0.5731, -0.4246, -0.6275, -0.8774, -0.3209, -0.9919, -0.3264, 0.3092, 0.2721, 0.1828, 0.0699, 0.4811, 0.2879, 0.4104, 0.2763, 0.0177, 0.2315, 0.3492, 0.1831, 0.3621, 0.3036], "orbital_gap_ev": [8.11, 7.94], "e_homo_ev": [-8.369, -8.169]}

***

Stability comparison, relative energies in kcal/mol: version w 0.0; version x 31.4

***

Version w
{"formula": "C3H8O3S", "method": "ωB97M-V/def2-TZVPD", "elements": ["S", "O", "O", "O", "C", "C", "C", "H", "H", "H", "H", "H", "H", "H", "H"], "xyz": [[0.50, 0.45, 0.30], [0.36, 1.88, 0.06], [1.28, -0.37, -0.63], [-1.04, -1.67, -1.59], [-1.13, -0.29, 0.41], [1.20, 0.21, 1.92], [-1.67, -0.56, -1.00], [-1.07, -1.23, 0.97], [-0.11, -1.44, -1.68], [0.58, 0.75, 2.62], [-1.57, 0.36, -1.63], [2.22, 0.69, 1.89], [-1.76, 0.43, 0.95], [1.28, -0.83, 2.14], [-2.74, -0.80, -0.92]], "mulliken_charge": [1.1981, -0.6245, -0.7062, -0.5218, -0.6042, -1.0144, -0.5410, 0.3626, 0.3914, 0.3629, 0.2965, 0.3371, 0.3794, 0.3538, 0.3305], "orbital_gap_ev": 11.18, "smiles": "CS(=O)(=O)CCO", "e_homo_ev": -10.595}

***

Version x
{"formula": "C3H8O3S", "method": "ωB97M-V/def2-TZVPD", "elements": ["S", "O", "O", "O", "C", "C", "C", "H", "H", "H", "H", "H", "H", "H", "H"], "xyz": [[-1.58, 0.14, 2.95], [1.14, 0.32, -1.39], [2.87, -3.71, -3.94], [-0.61, 1.70, -1.24], [0.11, 0.88, -0.75], [-1.23, 0.96, 1.35], [0.01, 0.43, 0.67], [0.93, 0.78, 1.17], [-2.10, 0.85, 0.71], [1.17, 0.71, -2.29], [-0.32, -0.19, 3.27], [2.47, -3.65, -3.08], [-1.13, 2.00, 1.59], [0.09, -0.66, 0.72], [3.47, -2.96, -4.03]], "mulliken_charge": [-0.2466, -0.4380, -0.6346, -0.5529, 0.3941, -0.4431, -0.5000, 0.2867, 0.3327, 0.3403, 0.1046, 0.3183, 0.3502, 0.3716, 0.3167], "orbital_gap_ev": 9.62, "smiles": "O=C(O)CCS.O", "e_homo_ev": -9.291}

***

Stability comparison, relative energies in kcal/mol: version w 23.3; version x 0.0

***

Version w
{"formula": "C2H8N2O", "method": "ωB97M-V/def2-TZVPD", "elements": ["O", "N", "N", "C", "C", "H", "H", "H", "H", "H", "H", "H", "H"], "xyz": [[-0.97, 0.84, 4.28], [-0.32, -0.40, -1.39], [1.36, 0.03, 0.10], [0.87, 0.21, -1.07], [-0.68, -0.72, -2.75], [1.29, 0.92, -1.79], [-0.64, -0.87, -0.56], [-0.02, 0.67, 4.45], [-1.75, -0.59, -2.93], [-0.32, -1.70, -3.05], [1.96, 0.83, 0.26], [-1.36, 0.24, 4.94], [-0.23, -0.06, -3.50]], "mulliken_charge": [-0.6439, -0.2419, -0.6760, 0.0541, -0.7530, 0.2873, 0.2545, 0.3233, 0.2759, 0.2910, 0.2372, 0.3183, 0.2732], "orbital_gap_ev": 9.90, "smiles": "[H]/N=C/NC.O", "e_homo_ev": -8.807}

***

Version x
{"formula": "C2H8N2O", "method": "ωB97M-V/def2-TZVPD", "elements": ["O", "N", "N", "C", "C", "H", "H", "H", "H", "H", "H", "H", "H"], "xyz": [[-2.89, -0.84, 0.41], [-0.86, 1.59, -0.24], [0.44, -0.41, -0.02], [1.81, -0.83, 0.33], [0.22, 0.90, -0.34], [-0.27, -1.03, -0.41], [-0.67, 2.57, -0.33], [2.12, -0.29, 1.22], [-2.34, -0.17, 0.83], [1.00, 1.54, -0.81], [2.55, -0.60, -0.46], [-2.95, -0.50, -0.49], [1.84, -1.92, 0.32]], "mulliken_charge": [-0.6989, -0.6048, -0.1679, -0.8489, -0.0615, 0.2897, 0.2434, 0.2743, 0.3384, 0.2813, 0.3178, 0.3252, 0.3116], "orbital_gap_ev": 10.22, "smiles": "[H]/N=C/NC.O", "e_homo_ev": -9.308}

***

Version y
{"formula": "C2H8N2O", "method": "ωB97M-V/def2-TZVPD", "elements": ["O", "N", "N", "C", "C", "H", "H", "H", "H", "H", "H", "H", "H"], "xyz": [[-1.10, -2.37, -1.34], [0.58, 1.51, 1.60], [-0.20, 0.40, -0.32], [-0.38, 1.18, 0.67], [1.11, -0.20, -0.54], [1.55, -0.71, 0.33], [-0.89, -1.73, -0.65], [0.36, 2.26, 2.21], [-1.31, 1.73, 0.58], [1.23, 0.82, 1.92], [1.69, 0.63, -0.93], [-2.06, -2.20, -1.46], [1.07, -1.03, -1.24]], "mulliken_charge": [-0.6636, -0.3976, -0.4966, 0.0829, -0.9309, 0.2977, 0.3499, 0.2039, 0.3526, 0.1969, 0.3734, 0.3117, 0.3196], "orbital_gap_ev": 10.18, "smiles": "C/N=C\\N.O", "e_homo_ev": -9.360}

***

Stability comparison, relative energies in kcal/mol: version w 2.6; version x 7.1; version y 0.0

***

Version w
{"formula": "C4H3N", "method": "ωB97M-V/def2-TZVPD", "elements": ["N", "C", "C", "C", "C", "H", "H", "H"], "xyz": [[-2.58, 1.11, -0.88], [-0.63, -0.54, -0.52], [1.68, 0.35, 0.22], [0.62, -0.05, -0.34], [-1.71, 0.36, -0.70], [-0.76, -1.61, -0.64], [2.72, 0.70, 0.10], [0.70, -0.31, 0.92]], "mulliken_charge": [-0.4162, -0.8856, -0.3707, 0.2512, 0.4146, 0.3667, 0.3334, 0.3067], "orbital_gap_ev": 9.11, "e_homo_ev": -8.746}

***

Version x
{"formula": "C4H3N", "method": "ωB97M-V/def2-TZVPD", "elements": ["N", "C", "C", "C", "C", "H", "H", "H"], "xyz": [[-2.59, 0.82, -0.34], [-0.43, -0.55, -0.31], [0.91, 0.07, -0.28], [2.01, 0.55, -0.17], [-1.59, 0.29, -0.58], [-0.90, -0.65, 0.69], [-0.41, -1.52, -0.83], [2.97, 1.01, -0.04]], "mulliken_charge": [-0.4340, -0.5428, -0.3404, 0.1662, 0.2489, 0.2047, 0.3112, 0.3861], "orbital_gap_ev": 11.35, "smiles": "C#CCC#N", "e_homo_ev": -10.708}

***

Stability comparison, relative energies in kcal/mol: version w 50.8; version x 0.0

***

Version w
{"formula": "C4H3N", "method": "ωB97M-V/def2-TZVPD", "elements": ["N", "C", "C", "C", "C", "H", "H", "H"], "xyz": [[2.57, -1.31, 0.64], [0.03, 0.77, -0.04], [2.10, -0.26, 0.46], [-1.27, 0.17, -0.28], [1.22, 0.79, 0.20], [-1.01, -0.89, -0.13], [-2.03, 0.45, 0.45], [-1.61, 0.29, -1.31]], "mulliken_charge": [-0.3708, -0.0133, 0.4673, -0.7495, -0.1313, 0.2495, 0.2751, 0.2730], "orbital_gap_ev": 10.58, "smiles": "CC#CC#N", "e_homo_ev": -10.363}

***

Version x
{"formula": "C4H3N", "method": "ωB97M-V/def2-TZVPD", "elements": ["N", "C", "C", "C", "C", "H", "H", "H"], "xyz": [[-0.13, -0.87, 0.26], [0.33, 1.14, -0.50], [0.13, -0.17, -0.89], [-0.03, 1.40, 0.79], [-0.26, 0.13, 1.20], [0.41, -0.67, -1.86], [-0.62, -1.69, 0.55], [-0.04, 2.32, 1.24]], "mulliken_charge": [-0.0271, -0.1830, -0.3164, -0.1071, -0.4003, 0.3205, 0.2712, 0.4422], "orbital_gap_ev": [7.03, 7.04], "e_homo_ev": [-8.673, -8.677]}

***

Stability comparison, relative energies in kcal/mol: version w 0.0; version x 70.0

***

Version w
{"formula": "C4H3N", "method": "ωB97M-V/def2-TZVPD", "elements": ["N", "C", "C", "C", "C", "H", "H", "H"], "xyz": [[-0.45, -1.16, -2.48], [-0.16, -0.50, -1.59], [-0.49, -0.09, 1.98], [0.34, 0.36, -0.51], [-0.22, 0.11, 0.83], [-0.66, -0.31, 3.01], [0.23, 1.41, -0.81], [1.42, 0.17, -0.43]], "mulliken_charge": [-0.3532, 0.1971, 0.0579, -0.3522, -0.4201, 0.3968, 0.2603, 0.2133], "orbital_gap_ev": 11.47, "smiles": "C#CCC#N", "e_homo_ev": -10.792}

***

Version x
{"formula": "C4H3N", "method": "ωB97M-V/def2-TZVPD", "elements": ["N", "C", "C", "C", "C", "H", "H", "H"], "xyz": [[-2.75, 0.86, 0.15], [1.79, 0.70, 0.05], [0.69, 0.03, -0.07], [-1.77, 0.31, -0.13], [-0.58, -0.40, -0.47], [2.54, 0.82, 0.82], [0.75, -0.92, 0.55], [-0.68, -1.40, -0.90]], "mulliken_charge": [-0.3680, -0.3460, 0.1058, 0.3948, -0.6305, 0.2764, 0.2315, 0.3361], "orbital_gap_ev": [7.83, 7.93], "e_homo_ev": [-9.125, -8.791]}

***

Stability comparison, relative energies in kcal/mol: version w 0.0; version x 74.5

***

Version w
{"formula": "C6H14Cl", "method": "ωB97M-V/def2-TZVPD", "elements": ["Cl", "C", "C", "C", "C", "C", "C", "H", "H", "H", "H", "H", "H", "H", "H", "H", "H", "H", "H", "H", "H"], "xyz": [[2.99, 2.83, 1.14], [-0.37, -1.74, 0.03], [-0.68, 0.67, 0.57], [0.56, 0.04, -1.49], [0.26, -0.35, -0.05], [1.53, -0.31, 0.79], [-2.04, 0.84, -0.10], [-1.94, 1.08, -1.17], [1.27, -0.69, -1.90], [-0.16, 1.63, 0.60], [-0.62, -1.97, 1.07], [-1.29, -1.75, -0.57], [2.26, -0.99, 0.37], [1.29, -0.54, 1.83], [0.97, 1.06, -1.51], [-2.55, 1.63, 0.46], [1.96, 0.70, 0.78], [0.35, -2.46, -0.37], [-0.37, 0.02, -2.07], [-0.82, 0.38, 1.62], [-2.61, -0.09, -0.05]], "mulliken_spin": [0.9699, 0.0094, 0.0010, -0.0005, 0.0073, 0.0052, -0.0009, -0.0001, 0.0001, -0.0006, 0.0003, -0.0014, 0.0023, -0.0024, 0.0003, 0.0002, 0.0096, 0.0003, -0.0003, 0.0003, 0.0000], "orbital_gap_ev": [11.82, 6.99], "e_homo_ev": [-10.930, -10.933], "s2": 0.753, "multiplicity": 2}

***

Version x
{"formula": "C6H14Cl", "method": "ωB97M-V/def2-TZVPD", "elements": ["Cl", "C", "C", "C", "C", "C", "C", "H", "H", "H", "H", "H", "H", "H", "H", "H", "H", "H", "H", "H", "H"], "xyz": [[-1.69, 4.19, 3.32], [-0.68, 0.50, 0.94], [-0.59, -1.87, 0.23], [-0.04, 1.89, 1.11], [0.14, -0.55, 0.19], [0.38, -0.12, -1.26], [1.25, -1.09, -2.04], [0.02, -2.63, -0.25], [0.83, 0.86, -1.25], [-1.55, -1.84, -0.29], [1.41, -0.63, -3.02], [-1.65, 0.64, 0.44], [-0.66, 2.50, 1.79], [-0.77, -2.14, 1.27], [2.21, -1.29, -1.55], [-0.85, 0.10, 1.93], [-0.60, -0.05, -1.75], [1.12, -0.63, 0.69], [0.02, 2.41, 0.14], [0.74, -2.06, -2.18], [0.96, 1.80, 1.54]], "mulliken_spin": [1.0085, -0.0012, 0.0000, 0.0118, 0.0003, -0.0002, 0.0000, 0.0000, 0.0003, 0.0000, 0.0000, 0.0007, -0.0200, 0.0000, 0.0000, -0.0003, 0.0000, 0.0000, -0.0011, 0.0000, 0.0013], "orbital_gap_ev": [11.95, 6.53], "e_homo_ev": [-10.699, -10.688], "s2": 0.752, "multiplicity": 2}

***

Stability comparison, relative energies in kcal/mol: version w 0.0; version x 3.7

***

Version w
{"formula": "C6H8OS", "method": "ωB97M-V/def2-TZVPD", "elements": ["S", "O", "C", "C", "C", "C", "C", "C", "H", "H", "H", "H", "H", "H", "H", "H"], "xyz": [[3.26, -0.26, 0.00], [0.96, -1.39, -0.08], [-0.93, -0.25, -1.03], [-0.54, 0.82, -0.04], [1.64, -0.28, 0.01], [-0.82, -0.27, 1.08], [-0.47, -1.23, 0.00], [0.96, 1.14, 0.01], [-0.19, -0.27, 1.93], [-0.80, -2.23, 0.07], [-2.06, -0.34, -1.10], [1.32, 1.97, 0.73], [-1.81, -0.34, 1.53], [-1.32, 1.68, -0.05], [1.27, 1.59, -1.03], [-0.47, -0.34, -2.02]], "mulliken_charge": [-0.3174, -0.3959, -0.6019, -0.1311, 0.2214, -0.8283, -0.1840, -0.5913, 0.3384, 0.5319, 0.3297, 0.3449, 0.3204, 0.3620, 0.2858, 0.3155], "orbital_gap_ev": 8.89, "e_homo_ev": -8.297}

***

Version x
{"formula": "C6H8OS", "method": "ωB97M-V/def2-TZVPD", "elements": ["S", "O", "C", "C", "C", "C", "C", "C", "H", "H", "H", "H", "H", "H", "H", "H"], "xyz": [[1.87, -0.73, -1.19], [-2.67, -1.17, -0.63], [0.07, 1.15, -0.13], [0.68, -0.22, 0.04], [2.09, -0.32, 0.54], [-1.31, 0.87, -0.71], [-1.64, -0.58, -0.29], [-0.47, -1.18, 0.50], [0.70, 1.81, -0.65], [-0.28, -2.22, 0.21], [-1.35, 0.94, -1.79], [-0.66, -0.99, 1.55], [2.37, -1.11, 1.18], [0.06, 1.49, 0.92], [-2.06, 1.59, -0.27], [2.59, 0.67, 0.73]], "mulliken_charge": [-0.1790, -0.5864, -0.8903, 0.7780, -1.0950, -0.3728, 0.3212, -0.5625, 0.4561, 0.3637, 0.2751, 0.2796, 0.3714, 0.2531, 0.2846, 0.3032], "orbital_gap_ev": 9.72, "smiles": "O=C1CC[C@@]2(CS2)C1", "e_homo_ev": -8.993}

***

Version y
{"formula": "C6H8OS", "method": "ωB97M-V/def2-TZVPD", "elements": ["S", "O", "C", "C", "C", "C", "C", "C", "H", "H", "H", "H", "H", "H", "H", "H"], "xyz": [[-1.25, 1.65, -0.50], [-1.74, -1.04, -0.50], [2.45, 0.66, 0.39], [0.69, -0.52, -0.96], [-0.78, 0.00, -1.21], [1.30, -0.29, 0.45], [-2.03, 0.67, 0.86], [-2.08, -0.66, 0.64], [0.59, -1.76, -0.92], [2.73, 1.17, -0.62], [-1.78, 1.41, 1.94], [-0.87, 0.00, -2.23], [2.83, 0.98, 1.38], [-2.60, -1.34, 1.49], [1.44, -0.06, -1.77], [1.09, -0.87, 1.58]], "mulliken_charge": [-0.1424, -0.3874, -0.6933, -0.4741, -0.0456, -0.0333, -0.2741, -0.0176, 0.2047, 0.1661, 0.2198, 0.4516, 0.2688, 0.2432, 0.2884, 0.2252], "orbital_gap_ev": 8.64, "smiles": "C=CC[C@H]1OC=CS1", "e_homo_ev": -7.878}

***

Version z
{"formula": "C6H8OS", "method": "ωB97M-V/def2-TZVPD", "elements": ["S", "O", "C", "C", "C", "C", "C", "C", "H", "H", "H", "H", "H", "H", "H", "H"], "xyz": [[3.18, -0.12, 0.04], [-1.35, 0.88, -0.01], [0.71, 2.06, -0.02], [-1.93, -0.44, 0.11], [-0.01, 0.77, -0.01], [-0.77, -1.44, -0.06], [1.78, -0.98, -0.02], [0.43, -0.52, -0.01], [-2.40, -0.53, 1.10], [1.32, 2.16, 0.88], [1.87, -2.08, -0.05], [1.46, 2.07, -0.87], [0.01, 2.87, -0.12], [-0.84, -1.98, -1.03], [-2.71, -0.53, -0.67], [-0.75, -2.20, 0.74]], "mulliken_charge": [-0.3246, -0.4246, -1.3254, -0.3900, 0.6859, -0.5647, -0.5726, 0.5632, 0.2389, 0.3395, 0.3136, 0.3255, 0.3153, 0.2325, 0.2642, 0.3233], "orbital_gap_ev": 8.09, "smiles": "CC1=C(C=S)CCO1", "e_homo_ev": -8.227}

***

Stability comparison, relative energies in kcal/mol: version w 31.9; version x 0.0; version y 124.3; version z 5.4